# C4H12

2 unconnected molecules or ions with the total composition C4H12 (wB97M-V/def2-TZVPD, OMol25).

Element x y z (Å)
1 C 2.04 -0.61 0.21
2 C 2.03 -1.01 1.71
3 H 2.72 0.24 0.10
4 H 2.21 -1.49 -0.41
5 H 1.07 -0.23 -0.09
6 H 1.02 -0.80 2.09
7 H 2.47 -1.97 1.88
8 H 2.51 -0.24 2.32
9 C -1.91 0.32 -0.38
10 C -2.16 1.28 -1.54
11 H -2.02 -0.73 -0.65
12 H -0.88 0.41 -0.03
13 H -2.53 0.55 0.48
14 H -2.48 0.83 -2.48
15 H -1.26 1.87 -1.75
16 H -2.93 1.99 -1.26

Results
Structure (SMILES): CC.CC
HOMO energy, hartree: -0.4172
ΔE to the lowest compared entry with this formula, charge and spin, kJ/mol: 51.5
Maximum force, Eh/bohr: 0.041
HOMO-LUMO gap, Ha: 0.45942
Spin multiplicity: 1

# C4H12

2 unconnected molecules or ions with the total composition C4H12 (wB97M-V/def2-TZVPD, OMol25).

Element x y z (Å)
1 C -0.52 2.14 1.35
2 C -1.09 0.73 1.47
3 H -0.73 2.76 2.22
4 H 0.58 2.13 1.24
5 H -0.91 2.65 0.46
6 H -0.75 0.14 0.63
7 H -2.18 0.75 1.50
8 H -0.72 0.19 2.35
9 C 0.75 -1.92 -0.84
10 C 0.86 -0.95 -2.01
11 H 1.37 -1.61 0.00
12 H -0.28 -2.01 -0.52
13 H 1.09 -2.94 -1.08
14 H 0.80 -1.44 -2.98
15 H 1.78 -0.37 -2.02
16 H 0.05 -0.22 -2.01

Results
Structure (SMILES): CC.CC
HOMO energy, hartree: -0.4327
ΔE to the lowest compared entry with this formula, charge and spin, kJ/mol: 9.3
Maximum force, Eh/bohr: 0.011
HOMO-LUMO gap, Ha: 0.47444
Spin multiplicity: 1

# C4H12

2 unconnected molecules or ions with the total composition C4H12 (wB97M-V/def2-TZVPD, OMol25).

Element x y z (Å)
1 C 0.77 -0.24 -1.73
2 C 0.48 0.98 -2.63
3 H -0.10 -0.69 -1.26
4 H 1.40 -1.00 -2.18
5 H 1.35 0.17 -0.90
6 H 0.80 0.84 -3.67
7 H 0.93 1.91 -2.28
8 H -0.61 1.09 -2.69
9 C -0.73 0.27 1.77
10 C -0.54 -1.01 2.60
11 H -1.60 0.85 2.08
12 H 0.14 0.93 1.86
13 H -0.85 0.08 0.70
14 H -0.32 -0.69 3.61
15 H -1.40 -1.66 2.51
16 H 0.34 -1.55 2.24

Results
Structure (SMILES): CC.CC
HOMO energy, hartree: -0.4314
ΔE to the lowest compared entry with this formula, charge and spin, kJ/mol: 24.9
Maximum force, Eh/bohr: 0.030
HOMO-LUMO gap, Ha: 0.47352
Spin multiplicity: 1

# C4H12

2 unconnected molecules or ions with the total composition C4H12 (wB97M-V/def2-TZVPD, OMol25).

Element x y z (Å)
1 C -0.33 1.45 0.75
2 C -0.17 1.95 2.10
3 H 0.73 1.22 0.38
4 H -0.98 0.49 0.65
5 H -0.51 2.30 0.12
6 H 0.63 1.37 2.75
7 H 0.20 3.05 1.90
8 H -1.05 1.92 2.83
9 C 0.68 -1.28 -1.76
10 C -0.33 -2.20 -1.03
11 H 0.72 -1.37 -2.90
12 H 0.43 -0.28 -1.59
13 H 1.79 -1.29 -1.38
14 H -1.41 -2.00 -1.33
15 H -0.15 -3.30 -1.43
16 H -0.23 -2.00 -0.06

Results
Structure (SMILES): CC.CC
HOMO energy, hartree: -0.4051
ΔE to the lowest compared entry with this formula, charge and spin, kJ/mol: 158.8
Maximum force, Eh/bohr: 0.137
HOMO-LUMO gap, Ha: 0.44504
Spin multiplicity: 1

# C4H12

2 unconnected molecules or ions with the total composition C4H12 (wB97M-V/def2-TZVPD, OMol25).

Element x y z (Å)
1 C -1.35 -1.29 -1.56
2 C -1.00 -0.03 -2.37
3 H -1.28 -2.16 -2.22
4 H -0.64 -1.49 -0.78
5 H -2.33 -1.04 -1.16
6 H -1.86 0.44 -2.87
7 H -0.66 0.80 -1.75
8 H -0.33 -0.19 -3.22
9 C 0.44 0.74 2.25
10 C 1.92 0.54 1.72
11 H -0.22 0.58 1.39
12 H 0.25 -0.03 2.99
13 H 0.22 1.78 2.47
14 H 2.28 -0.37 2.18
15 H 2.53 1.39 2.05
16 H 1.88 0.71 0.66

Results
Structure (SMILES): CC.CC
HOMO energy, hartree: -0.4232
ΔE to the lowest compared entry with this formula, charge and spin, kJ/mol: 65.4
Maximum force, Eh/bohr: 0.051
HOMO-LUMO gap, Ha: 0.46370
Spin multiplicity: 1

# C4H12

2 unconnected molecules or ions with the total composition C4H12 (wB97M-V/def2-TZVPD, OMol25).

Element x y z (Å)
1 C 2.41 -1.55 -0.14
2 C 1.00 -1.47 0.41
3 H 2.55 -2.35 -0.88
4 H 2.66 -0.68 -0.75
5 H 3.19 -1.58 0.62
6 H 0.85 -0.62 1.08
7 H 0.29 -1.27 -0.40
8 H 0.71 -2.41 0.86
9 C -1.45 2.18 -0.24
10 C -2.01 0.75 0.09
11 H -0.71 2.24 -1.04
12 H -2.27 2.81 -0.57
13 H -0.90 2.59 0.61
14 H -1.43 0.01 -0.47
15 H -2.99 0.66 -0.35
16 H -1.89 0.69 1.16

Results
Structure (SMILES): CC.CC
HOMO energy, hartree: -0.4239
ΔE to the lowest compared entry with this formula, charge and spin, kJ/mol: 40.9
Maximum force, Eh/bohr: 0.041
HOMO-LUMO gap, Ha: 0.46505
Spin multiplicity: 1